Entry 1:
This record from the OMol25 dataset describes a molecular structure, C11H14ClI2NOPRh. The level of theory is the ωB97M-V functional and the def2-TZVPD basis.

Calculated values
Charge: +2
HOMO energy (spin up / spin down), Ha: -0.5541 / -0.5538
Total energy, Eh: -2064.387910
Lowest unoccupied orbital energy (spin up / spin down), eV: -6.59 / -11.51
Max |F|, eV Å⁻¹: 5.67
<S²>: 6.02
Orbital gap (spin up / spin down), eV: 8.492 / 3.559
Relative energy (zero: lowest compared OMol25 entry of this formula, charge and spin), kJ/mol: 0.0
Multiplicity: 5

CARTESIAN COORDINATES (ANGSTROEM)
I 3.325 2.573 2.066
I 3.403 1.002 -0.211
Rh 0.521 0.927 -0.395
P 0.357 2.857 -1.502
C 0.810 2.876 -3.255
C -1.335 3.492 -1.454
H 1.134 4.130 0.348
H 1.430 5.084 -1.136
H 2.433 3.675 -0.765
C 1.424 4.084 -0.700
H -1.662 3.464 -0.413
H -1.384 4.508 -1.853
H 0.750 3.891 -3.663
H 0.137 2.228 -3.822
H -1.976 2.825 -2.037
H 1.823 2.498 -3.398
C 1.027 0.106 -1.962
O 1.403 -0.508 -2.871
Cl -0.480 1.916 1.540
N -0.030 -0.779 0.462
C -0.446 -1.723 1.003
C -0.828 -3.002 1.539
C -0.715 -4.164 0.757
C -1.018 -5.416 1.308
C -1.425 -5.529 2.642
C -1.511 -4.368 3.426
C -1.212 -3.116 2.888
H -0.352 -4.070 -0.264
H -0.916 -6.309 0.684
H -1.667 -6.506 3.079
H -1.797 -4.444 4.474
H -1.225 -2.202 3.484

Entry 2:
This record from the OMol25 dataset describes a molecular structure, C11H14ClMoNO3. The level of theory is the ωB97M-V functional and the def2-TZVPD basis.

Calculated values
Charge: +2
HOMO energy (spin up / spin down), Ha: -0.5794 / -0.5780
Total energy, Eh: -1235.749364
Lowest unoccupied orbital energy (spin up / spin down), eV: -10.92 / -10.67
Max |F|, eV Å⁻¹: 7.99
<S²>: 2.03
Orbital gap (spin up / spin down), eV: 4.851 / 5.056
Relative energy (zero: lowest compared OMol25 entry of this formula, charge and spin), kJ/mol: 0.0
Multiplicity: 3

CARTESIAN COORDINATES (ANGSTROEM)
Cl -1.262 2.559 -1.331
C -0.880 -1.552 -1.153
C 0.526 -1.659 -0.884
C 1.221 -0.829 -1.810
H 0.978 -2.348 -0.186
C 0.263 -0.221 -2.721
C -1.043 -0.721 -2.326
H -1.988 -0.501 -2.843
H -1.630 -2.183 -0.669
H 2.296 -0.788 -1.908
C 0.585 0.740 -3.825
Mo -0.190 0.528 -0.700
C 1.417 0.886 0.615
O 2.212 1.059 1.467
C -1.785 1.348 0.845
O -2.485 1.702 1.677
H 1.571 1.171 -3.651
H -0.207 1.506 -3.912
H 0.620 0.227 -4.798
C -0.355 -2.775 4.279
N -0.457 -1.292 4.171
C -0.617 -0.458 5.358
C -0.399 -0.676 2.986
O -0.234 -1.205 1.893
H -0.432 -3.051 5.343
H 0.623 -3.150 3.910
H -1.177 -3.287 3.740
H 0.247 0.213 5.399
H -1.555 0.097 5.247
H -0.645 -1.109 6.240
H -0.480 0.442 2.966

Entry 3:
This record from the OMol25 dataset describes a molecular structure, C11H14ClN2O6Rh2. The level of theory is the ωB97M-V functional and the def2-TZVPD basis.

Calculated values
Charge: -1
HOMO energy (spin up / spin down), Ha: -0.0694 / -0.1999
Total energy, Eh: -1669.245325
Lowest unoccupied orbital energy (spin up / spin down), eV: 1.57 / -0.68
Max |F|, eV Å⁻¹: 6.07
<S²>: 20.07
Orbital gap (spin up / spin down), eV: 3.462 / 4.759
Multiplicity: 9

CARTESIAN COORDINATES (ANGSTROEM)
Rh 0.208 -0.990 0.047
Cl 1.181 -3.116 0.545
C 0.625 -0.496 -1.780
H 1.585 0.001 -1.574
H 0.167 0.045 -2.618
H 0.701 -1.551 -2.080
Rh -1.354 0.582 -1.706
C -3.142 0.739 -0.883
C -1.657 0.667 -3.759
C -0.234 1.242 0.045
H -0.988 1.502 -4.060
H -1.340 -0.256 -4.282
H -2.705 0.920 -4.012
H -3.037 1.514 -0.113
H -3.845 1.025 -1.673
H -3.450 -0.209 -0.425
H 0.512 1.856 -0.444
H -0.936 1.681 0.728
O 0.117 -0.749 2.101
C 0.986 0.175 2.276
O 1.063 1.218 1.542
C 1.996 -0.068 3.422
C 2.575 1.020 4.108
C 3.399 0.787 5.242
C 3.672 -0.525 5.671
C 3.079 -1.605 5.001
C 2.237 -1.368 3.887
N 3.413 -2.941 5.402
O 4.200 -3.095 6.363
O 2.906 -3.880 4.751
N 3.952 1.945 5.924
O 3.671 3.078 5.463
O 4.682 1.749 6.924
H 2.382 2.038 3.796
H 4.333 -0.691 6.517
H 1.764 -2.203 3.376